## P
Computed, not measured: an isolated ion of composition C5H13N2O and charge +1, with wB97M-V/def2-TZVPD.

The value obtained for the orbital gap is 10.8 eV. As for the SMILES: C[C@H](C(N)=O)[NH+](C)C. Its net charge is +1. The value obtained for the HOMO energy is -13.907 eV.

Atoms and positions in Å:
C 0.17 -1.86 0.44
C 0.18 -0.64 -0.42
C 1.64 0.43 0.08
N 2.75 -0.09 -0.41
O 1.47 1.44 0.67
N -1.00 0.16 -0.19
C -1.26 0.62 1.19
C -1.25 1.33 -1.11
H -0.77 -2.40 0.65
H 0.57 -1.58 1.32
H 0.67 -2.74 -0.03
H 0.09 -0.80 -1.47
H 2.77 -1.12 -0.80
H 3.57 0.36 -0.11
H -1.85 -0.36 -0.60
H -0.62 1.49 1.39
H -2.31 0.93 1.33
H -0.85 -0.11 1.89
H -0.55 2.14 -0.98
H -1.13 1.02 -2.07
H -2.28 1.78 -0.79

From a natural (NBO) analysis of the wavefunction, the atomic charges in e read:
1 C -0.67
2 C -0.14
3 C 0.73
4 N -0.81
5 O -0.57
6 N -0.36
7 C -0.45
8 C -0.41
9 H 0.24
10 H 0.22
11 H 0.26
12 H 0.22
13 H 0.43
14 H 0.42
15 H 0.44
16 H 0.27
17 H 0.24
18 H 0.24
19 H 0.25
20 H 0.22
21 H 0.24


## Q
Computed, not measured: an isolated ion of composition C5H13N2O and charge +1, with wB97M-V/def2-TZVPD.

The value obtained for the orbital gap is 10.7 eV. As for the SMILES: CC[C@H]([NH3+])C(=O)NC. Its net charge is +1. The value obtained for the HOMO energy is -13.944 eV.

Atoms and positions in Å:
C -1.72 1.64 -0.59
C -0.29 1.24 -0.18
C -0.26 -0.17 0.41
N -1.07 -0.16 1.70
C 1.12 -0.63 0.86
O 1.45 -0.43 2.01
N 1.92 -1.17 -0.09
C 1.52 -1.46 -1.44
H -1.60 2.33 -1.43
H -2.36 0.86 -0.99
H -2.21 2.20 0.20
H 0.19 2.03 0.41
H 0.35 1.20 -1.07
H -0.74 -0.86 -0.27
H -2.06 0.06 1.57
H -0.66 0.53 2.34
H -0.86 -1.03 2.19
H 2.90 -1.32 0.05
H 1.15 -2.49 -1.60
H 0.82 -0.88 -2.02
H 2.42 -1.50 -2.07

From a natural (NBO) analysis of the wavefunction, the atomic charges in e read:
1 C -0.65
2 C -0.43
3 C -0.13
4 N -0.68
5 C 0.65
6 O -0.61
7 N -0.58
8 C -0.46
9 H 0.25
10 H 0.22
11 H 0.22
12 H 0.24
13 H 0.24
14 H 0.24
15 H 0.45
16 H 0.46
17 H 0.46
18 H 0.43
19 H 0.21
20 H 0.21
21 H 0.24


Bottom line: Q, by a margin of 0.0652 hartree.